Run A
C3H9NO3 | ωB97M-V with the def2-TZVPD basis set

Results
**E_HOMO**: -0.3626 Ha
**Orbital gap**: 0.390 Eh
**Structure (SMILES)**: NC(=O)CCO.O

Geometry as ORCA input:
```
! wB97M-V def2-TZVPD RIJCOSX def2/J DEFGRID3
* xyz 0 1
C -2.078 1.012 0.559
C -0.941 0.964 -0.419
O -1.565 0.854 -1.784
C -1.672 1.275 2.002
N -0.735 0.292 2.424
O -1.972 2.201 2.781
H -2.583 0.105 0.418
H -2.949 1.735 0.103
H -0.290 1.828 -0.513
H -0.585 -0.011 -0.267
H -0.926 1.012 -2.445
H -0.449 0.140 3.487
H -0.030 0.052 1.719
H 5.067 -4.454 -2.740
H 6.144 -3.362 -3.013
O 5.564 -3.646 -2.313
*
```


Run B
C3H9NO3 | ωB97M-V with the def2-TZVPD basis set

Results
**E_HOMO**: -0.3309 Ha
**Orbital gap**: 0.349 Eh
**Structure (SMILES)**: CNCC(=O)O.O

Geometry as ORCA input:
```
! wB97M-V def2-TZVPD RIJCOSX def2/J DEFGRID3
* xyz 0 1
C -2.931 -0.243 -1.144
N -1.772 0.030 -1.994
C -0.507 0.193 -1.342
C -0.395 1.307 -0.323
O 0.913 1.388 0.208
O -1.240 2.077 -0.015
H -3.252 0.642 -0.583
H -3.712 -0.656 -1.791
H -2.683 -1.102 -0.534
H -2.032 0.729 -2.686
H -0.182 -0.790 -1.008
H 0.259 0.471 -2.059
H 0.852 0.764 0.955
H 5.266 -1.183 4.702
H 5.506 -2.191 3.585
O 5.910 -1.438 4.029
*
```


Of them, run B has the highest stability.


Run A
C3H9NO3 | ωB97M-V with the def2-TZVPD basis set

Results
**E_HOMO**: -0.3600 Ha
**Orbital gap**: 0.383 Eh
**Structure (SMILES)**: NC(=O)CCO.O

Geometry as ORCA input:
```
! wB97M-V def2-TZVPD RIJCOSX def2/J DEFGRID3
* xyz 0 1
C -0.331 -0.191 0.408
C -0.989 0.961 1.154
O -2.334 0.642 1.466
C 1.081 0.227 0.085
N 1.305 0.714 -1.166
O 1.980 0.132 0.893
H -0.237 -0.985 1.145
H -0.878 -0.497 -0.482
H -0.941 1.862 0.555
H -0.412 1.158 2.052
H -2.755 1.416 1.865
H 2.250 0.784 -1.501
H 0.627 0.626 -1.905
H -0.490 -2.924 -2.621
H 0.014 -2.324 -1.370
O -0.108 -2.086 -2.303
*
```


Run B
C3H9NO3 | ωB97M-V with the def2-TZVPD basis set

Results
**E_HOMO**: -0.3623 Ha
**Orbital gap**: 0.382 Eh
**Structure (SMILES)**: NC(=O)CCO.O

Geometry as ORCA input:
```
! wB97M-V def2-TZVPD RIJCOSX def2/J DEFGRID3
* xyz 0 1
C -0.044 0.263 -0.189
C 1.416 0.279 -0.565
O 1.872 -1.017 -0.995
C -0.332 1.464 0.750
N -1.515 2.151 0.558
O 0.502 1.896 1.513
H -0.788 0.317 -0.980
H -0.178 -0.663 0.384
H 2.120 0.559 0.218
H 1.586 0.912 -1.436
H 1.542 -1.716 -0.467
H -1.529 3.059 0.992
H -2.035 2.178 -0.295
H -0.796 -2.830 -0.503
H -0.702 -3.836 0.630
O -1.120 -3.016 0.387
*
```


Run C
C3H9NO3 | ωB97M-V with the def2-TZVPD basis set

Results
**E_HOMO**: -0.3453 Ha
**Orbital gap**: 0.380 Eh
**Structure (SMILES)**: CON(O)CCO

Geometry as ORCA input:
```
! wB97M-V def2-TZVPD RIJCOSX def2/J DEFGRID3
* xyz 0 1
C 0.702 0.703 0.576
C 2.009 0.572 -0.209
C -2.606 -0.024 -0.441
N -0.317 -0.147 -0.017
O -1.579 0.277 0.476
O -0.094 -1.477 0.442
O 2.521 -0.735 -0.249
H -0.155 -2.039 -0.341
H 2.376 -1.150 0.610
H 0.341 1.730 0.515
H 0.857 0.439 1.631
H 1.849 0.862 -1.250
H 2.744 1.258 0.241
H -3.495 0.461 -0.044
H -2.778 -1.103 -0.508
H -2.374 0.373 -1.433
*
```


Of them, run A has the highest stability.


Run A
C3H9NO3 | ωB97M-V with the def2-TZVPD basis set

Results
**E_HOMO**: -0.3642 Ha
**Orbital gap**: 0.389 Eh
**Structure (SMILES)**: C[C@@H](N)C(=O)O.O

Geometry as ORCA input:
```
! wB97M-V def2-TZVPD RIJCOSX def2/J DEFGRID3
* xyz 0 1
O -0.043 -1.333 -1.341
C -0.141 -0.269 -0.757
O -1.201 0.481 -1.125
C 0.651 0.177 0.420
C 1.943 0.738 -0.183
N -0.124 1.080 1.294
H -1.902 -0.060 -1.506
H 1.003 -0.680 1.061
H 2.533 -0.120 -0.565
H 1.776 1.420 -1.017
H 2.663 1.208 0.481
H 0.485 1.872 1.473
H -0.976 1.389 0.851
H -2.301 -1.621 0.966
H -1.756 -2.327 -0.162
O -2.610 -1.956 0.109
*
```


Run B
C3H9NO3 | ωB97M-V with the def2-TZVPD basis set

Results
**E_HOMO**: -0.3606 Ha
**Orbital gap**: 0.382 Eh
**Structure (SMILES)**: CCOC(N)=O.O

Geometry as ORCA input:
```
! wB97M-V def2-TZVPD RIJCOSX def2/J DEFGRID3
* xyz 0 1
C -3.129 -0.034 -0.196
C -1.725 -0.423 0.213
C 0.483 0.139 -0.196
H 4.623 0.250 0.358
H 4.153 -1.243 0.184
H -3.721 0.372 0.673
H -3.029 0.707 -0.961
H -3.633 -0.967 -0.515
H -1.395 -1.320 -0.290
H -1.705 -0.606 1.260
H 2.387 0.758 -0.190
H 1.340 1.959 0.298
N 1.443 1.121 -0.236
O 3.920 -0.295 -0.031
O -0.797 0.643 -0.051
O 0.786 -1.060 -0.319
*
```


Of them, run B has the highest stability.


Run A
C3H10NO4 | ωB97M-V with the def2-TZVPD basis set

Results
**E_HOMO**: -0.1778 Ha
**Orbital gap**: 0.324 Eh

Geometry as ORCA input:
```
! wB97M-V def2-TZVPD RIJCOSX def2/J DEFGRID3
* xyz -1 1
C -1.291 0.730 -1.547
C -1.812 0.338 -0.164
C -0.858 -0.770 0.451
O 0.370 -0.475 0.576
O -1.425 -1.816 0.745
N -0.150 1.664 -1.483
H -0.897 -0.170 -1.968
H -2.042 1.305 -2.088
H -2.090 1.094 0.568
H -2.657 -0.344 -0.272
H 0.652 1.168 -1.112
H -0.336 2.282 -0.683
H 0.812 0.942 1.698
H 2.097 0.669 2.396
O 1.529 1.414 2.179
H 2.058 -0.565 -0.378
H 2.498 -1.921 -0.155
O 2.557 -1.253 -0.852
*
```


Run B
C3H10NO4 | ωB97M-V with the def2-TZVPD basis set

Results
**E_HOMO**: -0.1552 Ha
**Orbital gap**: 0.290 Eh

Geometry as ORCA input:
```
! wB97M-V def2-TZVPD RIJCOSX def2/J DEFGRID3
* xyz -1 1
O 0.149 2.225 -0.374
C -0.503 1.222 -0.034
N -0.126 0.208 0.756
C 1.430 0.609 1.940
O 1.204 0.342 3.140
C -1.899 1.110 -0.667
H -0.963 -0.336 0.947
H 1.394 1.676 1.657
H 2.071 -0.172 1.502
H -2.304 0.098 -0.684
H -2.478 1.914 -0.190
H -1.856 1.560 -1.656
H 0.090 -2.063 -1.084
H -1.108 -1.477 -1.766
O -0.745 -2.330 -1.528
H 1.264 -1.229 -0.210
H 2.459 -1.482 -1.224
O 1.920 -1.875 -0.525
*
```


Of them, run A has the highest stability.


Run A
C3H10NO4 | ωB97M-V with the def2-TZVPD basis set

Results
**E_HOMO**: -0.1524 Ha
**Orbital gap**: 0.295 Eh

Geometry as ORCA input:
```
! wB97M-V def2-TZVPD RIJCOSX def2/J DEFGRID3
* xyz -1 1
O 2.001 2.632 -0.321
C 1.520 1.729 -0.975
C 1.118 0.407 -0.393
N 0.240 -0.403 -1.179
C -0.848 -1.495 -0.050
O -1.289 -0.858 0.971
H 1.514 1.874 -2.073
H 0.662 0.620 0.573
H 2.130 -0.032 -0.210
H 0.656 -0.615 -2.080
H -0.011 -2.127 0.224
H -1.563 -1.683 -0.851
H -1.582 0.280 -1.374
H -2.646 0.298 -0.358
O -2.489 0.663 -1.248
H 0.515 -2.761 2.483
H -0.253 -1.444 2.136
O 0.315 -1.887 2.837
*
```


Run B
C3H10NO4 | ωB97M-V with the def2-TZVPD basis set

Results
**E_HOMO**: -0.1616 Ha
**Orbital gap**: 0.301 Eh

Geometry as ORCA input:
```
! wB97M-V def2-TZVPD RIJCOSX def2/J DEFGRID3
* xyz -1 1
O -3.486 -0.410 0.157
C -2.269 -0.493 0.154
C -1.219 0.601 0.284
N -0.488 0.615 -0.956
C 1.305 0.799 -0.343
O 1.689 -0.272 0.237
H -1.839 -1.496 0.001
H -0.619 0.228 1.131
H -1.698 1.524 0.620
H -0.770 1.436 -1.479
H 1.119 1.665 0.290
H 1.734 0.943 -1.364
H 1.412 -1.676 -1.779
H 0.490 -0.637 -2.122
O 1.185 -1.176 -2.579
H 0.477 -0.885 2.734
H 1.669 -0.311 2.055
O 1.307 -0.456 2.961
*
```


Of them, run B has the highest stability.


Run A
C4H5N | ωB97M-V with the def2-TZVPD basis set

Results
**E_HOMO**: -0.3788 Ha
**Orbital gap**: 0.392 Eh
**Structure (SMILES)**: C=C=CC#N.[H][H]

Geometry as ORCA input:
```
! wB97M-V def2-TZVPD RIJCOSX def2/J DEFGRID3
* xyz 0 1
C 1.085 1.492 -0.166
C -0.079 0.918 -0.227
C 2.281 0.780 -0.100
C -1.140 0.155 -0.424
N 3.223 0.136 -0.074
H 1.181 2.553 -0.281
H -1.996 -0.116 0.381
H -1.776 -2.515 1.024
H -1.395 -0.319 -1.343
H -1.384 -3.085 1.210
*
```


Run B
C4H5N | ωB97M-V with the def2-TZVPD basis set

Results
**E_HOMO**: -0.3703 Ha
**Orbital gap**: 0.397 Eh
**Structure (SMILES)**: C=CCC#N

Geometry as ORCA input:
```
! wB97M-V def2-TZVPD RIJCOSX def2/J DEFGRID3
* xyz 0 1
C -1.504 0.562 -1.278
C -0.104 0.231 -1.248
C 0.284 -0.836 -0.197
C 0.723 -0.090 1.003
H -2.295 0.078 -0.365
H -1.901 1.328 -2.007
H 0.889 0.578 -1.958
H 0.995 -1.555 -0.668
H -0.567 -1.383 0.225
N 0.926 0.251 2.155
*
```


Of them, run B has the highest stability.